The following is a quantum chemistry calculation of 8 unconnected molecules or ions with the total composition C31H62NO26PS, from the OMol25 dataset.

Results
SMILES   NCCC[C@@]1(P(=O)(O)O)C[C@H](CCCS)OC1=O.COC(=O)OC.COC(=O)OC.COC(=O)OC.COC(=O)OC.COC(=O)OC.COC(=O)OC.COC(=O)OC
HOMO   -9.55 eV
Orbital gap   9.3 eV
E   -107996.5971 eV

CARTESIAN COORDINATES (ANGSTROEM)
S1 -8.101 -4.468 -3.285
P1 -4.215 -0.442 -5.807
O1 -2.781 7.601 -5.572
O2 -0.313 2.688 -3.444
O3 1.791 -0.872 7.298
O4 6.338 -4.338 7.166
O5 3.823 1.415 13.631
O6 -1.161 7.266 -7.167
O7 2.323 -1.886 1.452
O8 3.595 -0.329 5.982
O9 1.697 -2.015 -0.755
O10 1.463 -0.542 5.151
O11 2.212 0.457 -5.551
O12 -2.590 -0.101 -6.341
O13 -2.834 0.359 -2.729
O14 7.333 -5.573 8.685
O15 -4.936 0.966 -5.600
O16 -2.637 9.026 -7.238
O17 3.197 1.285 11.424
O18 1.911 2.311 13.028
O19 3.399 2.034 -6.726
O20 -5.027 -1.251 -7.129
O21 1.238 4.059 -2.709
O22 -0.732 4.947 -3.490
O23 3.262 -0.165 -7.377
O24 -4.425 -1.379 -1.744
O25 7.758 -3.315 8.655
O26 0.411 -0.990 0.849
N1 -1.675 -4.981 -2.990
C1 1.968 -0.224 3.856
C2 -2.098 7.900 -6.706
C3 -1.038 -3.825 -3.721
C4 -3.690 -0.666 -2.809
C5 2.666 -0.925 8.423
C6 4.086 0.147 -8.499
C7 0.948 2.613 12.020
C8 -5.737 -1.941 -2.136
C9 2.997 1.634 12.577
C10 8.218 -5.694 9.797
C11 -2.320 6.431 -4.900
C12 -5.882 -1.396 -3.675
C13 -0.009 3.995 -3.240
C14 -0.552 -0.687 -0.159
C15 7.200 -4.307 8.213
C16 -1.606 2.466 -4.003
C17 5.017 0.707 13.303
C18 -4.281 -1.463 -4.154
C19 -2.013 9.461 -8.444
C20 3.517 -2.593 1.124
C21 1.694 5.384 -2.441
C22 -3.616 -2.990 -4.308
C23 -6.977 -1.766 -1.076
C24 2.999 0.892 -6.567
C25 -8.741 -3.746 -1.662
C26 1.852 1.469 -4.613
C27 1.497 -1.666 0.398
C28 2.404 -0.558 6.129
C29 6.100 -3.066 6.565
C30 -7.523 -3.271 -0.632
C31 -2.028 -2.962 -4.694
H1 -1.742 1.388 -4.122
H2 2.743 1.881 -4.128
H3 -0.115 -0.044 -0.930
H4 -6.127 -0.253 -3.595
H5 9.231 -5.384 9.521
H6 1.046 5.874 -1.707
H7 4.781 -0.288 12.913
H8 -6.649 -4.072 -0.560
H9 -9.394 -2.761 -1.829
H10 -4.485 -2.092 -7.319
H11 2.701 5.316 -2.019
H12 4.117 -2.026 0.404
H13 -1.377 -0.146 0.313
H14 4.232 -0.770 -9.076
H15 -1.569 -4.903 -1.948
H16 -6.504 -1.296 -0.089
H17 -2.111 8.701 -9.226
H18 3.130 0.051 8.598
H19 2.069 -1.185 9.302
H20 7.851 -5.110 10.648
H21 -0.506 -3.094 -2.949
H22 -2.523 10.368 -8.780
H23 -4.188 -3.479 -5.234
H24 -0.951 -1.606 -0.601
H25 1.385 3.257 11.250
H26 0.123 3.154 12.492
H27 -2.937 6.288 -4.008
H28 8.248 -6.747 10.092
H29 -1.279 6.553 -4.582
H30 7.028 -2.652 6.159
H31 5.617 1.274 12.583
H32 -8.022 -3.259 0.451
H33 2.702 -0.969 3.534
H34 1.746 5.969 -3.364
H35 2.405 0.780 3.848
H36 1.224 1.010 -3.844
H37 -2.386 2.840 -3.331
H38 -2.430 5.550 -5.540
H39 -2.335 -0.678 -7.132
H40 4.102 -2.713 2.040
H41 -1.680 -1.825 -4.605
H42 3.598 0.885 -9.143
H43 3.428 -1.699 8.284
H44 -0.960 9.704 -8.268
H45 -1.886 -3.382 -5.798
H46 0.549 1.694 11.579
H47 -6.484 -2.010 -4.469
H48 -8.108 -3.499 -4.314
H49 -9.404 -4.604 -1.173
H50 -0.153 -4.274 -4.379
H51 5.397 -3.209 5.739
H52 -5.735 -3.123 -2.301
H53 3.281 -3.589 0.733
H54 5.649 -2.377 7.286
H55 -7.827 -1.039 -1.422
H56 1.275 2.260 -5.102
H57 -1.686 2.935 -4.989
H58 1.130 -0.240 3.153
H59 5.067 0.506 -8.169
H60 -3.903 -3.634 -3.377
H61 5.602 0.587 14.219
H62 -1.383 -5.914 -3.352

Atom charges from the Löwdin analysis, given in e for atoms 1 to 4: atom 1 (S): 0.608, atom 2 (P): 0.760, atom 3 (O): -0.007, atom 4 (O): -0.056